69
Properties=species:S:1:pos:R:3 method="wB97M-V/def2-TZVPD" lumo_energy_ev=-10.113 gap_ev=6.8557 total_energy_ev=-88445.458 de_lowest_ev=0.000 charge=+3 e_homo_ev=-17.0
Ti 0.36653 0.69211 -0.13408
C 2.81712 -3.10435 -0.72693
C 1.46110 -3.26026 -0.11067
N 1.14300 -4.46294 0.35663
C -0.06132 -4.69187 0.85903
C -1.07328 -3.73733 0.93714
C -2.41721 -4.13499 1.49819
O -3.44179 -3.68516 0.62241
C -0.75385 -2.44814 0.48930
C -1.77536 -1.41578 0.41371
N -1.57968 -0.17348 0.11316
C -2.75697 0.61994 -0.11068
C -3.80046 0.68869 0.79910
C -4.92771 1.44027 0.49121
C -5.01594 2.11851 -0.71554
C -3.96815 2.06900 -1.62908
C -2.85215 1.32444 -1.30254
I -1.19014 1.24150 -2.58164
C 0.53087 -2.23048 -0.02480
O 0.85069 -0.97463 -0.45963
H 3.57333 -3.50866 -0.05509
H 3.06078 -2.06804 -0.95839
H 2.86719 -3.69377 -1.64394
H -0.24504 -5.70285 1.20515
H -2.54440 -3.70566 2.49903
H -2.43598 -5.21990 1.60544
H -4.23763 -4.21203 0.75672
H -2.79896 -1.76091 0.55015
H -3.73253 0.15877 1.74178
H -5.74430 1.49014 1.19851
H -5.90076 2.69269 -0.95416
H -4.03470 2.59811 -2.57017
N 2.83733 -0.76800 1.70302
C 1.82546 -0.30427 2.43220
N 1.74439 -0.66570 3.69355
C 0.79643 -0.08375 4.43037
N 0.62228 -0.46592 5.67494
N -0.00221 0.94057 3.97674
C 0.10404 1.20482 2.72333
N 0.91584 0.54650 1.82704
C -0.64574 2.33678 2.14085
C -1.34309 3.23884 2.91329
C -1.91133 4.34074 2.28352
C -1.74455 4.49548 0.91768
C -1.05061 3.53068 0.20929
N -0.51668 2.45505 0.80376
H 3.53417 -1.31810 2.18399
H 3.08272 -0.33878 0.82663
H 1.21550 -1.17969 6.07076
H -0.04650 0.00817 6.26160
H -1.41093 3.08615 3.98075
H -2.45711 5.07750 2.85803
H -2.14160 5.35582 0.39750
H -0.90632 3.62032 -0.85836
S 2.17217 1.91885 -1.07714
C 2.73698 1.25348 -2.60604
N 3.50796 2.03721 -3.32708
C 4.11198 1.62730 -4.60912
C 3.22730 0.57939 -5.25905
C 2.94449 -0.54113 -4.27481
N 2.42995 0.03454 -3.01539
H 3.69893 2.96335 -2.97249
H 5.11549 1.24497 -4.41716
H 4.19970 2.51725 -5.22764
H 3.72473 0.17435 -6.13820
H 2.29199 1.03370 -5.59113
H 3.84768 -1.11344 -4.05656
H 2.18923 -1.22521 -4.65609
H 1.91764 -0.56079 -2.38187

=====

60
Properties=species:S:1:pos:R:3 method="wB97M-V/def2-TZVPD" lumo_energy_ev=-4.299 gap_ev=6.6483 total_energy_ev=-65110.662 de_lowest_ev=0.738 charge=+1 e_homo_ev=-10.9
C 0.30492 -0.56353 4.56905
C 0.84928 -1.51364 3.65172
C 1.90816 -0.87716 2.93237
H 0.57352 -2.56573 3.58978
C 1.98720 0.48096 3.37244
C 0.98933 0.67463 4.37827
H 0.86104 1.56696 4.99074
H -0.39644 -0.77944 5.37568
H 2.58352 -1.36298 2.22472
H 2.75429 1.20031 3.08730
In -0.51155 0.34173 2.09989
C 0.10002 -0.11611 0.05191
H 1.07973 0.33843 -0.13736
H -0.62298 0.27608 -0.66568
H 0.18939 -1.20265 -0.08156
Si 0.23610 -0.40407 -3.86648
C -0.39554 -2.13604 -3.95223
C 0.12430 -3.13014 -3.10942
H 0.92450 -2.89005 -2.40987
C -0.37656 -4.43434 -3.16562
H 0.03564 -5.20087 -2.50755
C -1.40110 -4.75271 -4.06242
H -1.79407 -5.76792 -4.10226
C -1.92061 -3.76687 -4.90810
H -2.71771 -4.01698 -5.61148
C -1.42289 -2.46465 -4.85301
H -1.82261 -1.69532 -5.51120
C 2.08003 -0.41323 -3.74450
C 2.86050 -1.29347 -4.51240
H 2.38161 -1.99150 -5.19798
C 4.25390 -1.28124 -4.40303
H 4.85190 -1.97558 -4.99606
C 4.87970 -0.38090 -3.53524
H 5.96558 -0.37222 -3.44821
C 4.11087 0.51251 -2.78318
H 4.59659 1.21541 -2.10350
C 2.71971 0.51232 -2.90298
H 2.12221 1.22810 -2.34006
H -0.40099 0.27095 -2.72452
H -0.09911 0.31308 -5.11453
C -1.99564 0.84688 6.46467
C -2.72556 1.30258 5.25448
N -2.26427 1.41294 4.02881
C -3.10970 2.17988 3.21182
C -4.31868 2.48083 3.82489
S -4.36479 1.95157 5.45987
C -2.65966 2.70332 1.94001
C -3.36754 3.51528 1.07849
S -2.39293 4.08228 -0.23833
C -1.04085 3.19795 0.42398
N -1.33566 2.50657 1.51023
C 0.29739 3.29478 -0.21562
H -2.47610 1.27047 7.35065
H -2.04334 -0.24558 6.55156
H -0.95994 1.20157 6.43562
H -5.12557 3.00390 3.33283
H -4.42363 3.70579 1.18453
H 0.22463 2.87938 -1.23307
H 0.58063 4.35682 -0.31061
H 1.05981 2.77068 0.37173

=====

66
Properties=species:S:1:pos:R:3 method="wB97M-V/def2-TZVPD" lumo_energy_ev=-0.059 gap_ev=7.2104 total_energy_ev=-67566.519 de_lowest_ev=1.743 e_homo_ev=-7.3
Ir -0.63967 0.28963 0.86322
C -2.70670 -3.01054 -1.30095
C -1.76325 -2.32943 -0.34512
N -2.05630 -1.14919 0.11303
N -3.33221 -0.67230 -0.23703
C -3.35483 0.59017 -0.45867
S -2.04804 1.69767 -0.30188
S -4.88946 1.27823 -1.05032
C -4.81755 0.60976 -2.74428
C -3.67599 1.13938 -3.55965
C -3.71170 2.41834 -4.10608
C -2.63396 2.90703 -4.82605
C -1.50274 2.12142 -5.00912
C -1.45923 0.84503 -4.47006
C -2.54059 0.35947 -3.74797
C -0.54219 -3.03313 0.07081
C -0.30324 -4.33058 -0.43176
C 0.78320 -5.08824 -0.06984
C 1.70214 -4.55936 0.84133
C 1.50426 -3.31188 1.37116
C 0.38331 -2.51645 1.02774
O 0.29111 -1.37361 1.64437
H -3.33446 -2.28389 -1.80302
H -3.36404 -3.69407 -0.75956
H -2.15833 -3.58158 -2.04376
H -5.78288 0.87476 -3.17820
H -4.77001 -0.47654 -2.67725
H -4.58777 3.03819 -3.95418
H -2.67411 3.90341 -5.24710
H -0.65969 2.50462 -5.56950
H -0.58176 0.22554 -4.61012
H -2.50391 -0.63662 -3.31950
H -1.00916 -4.77077 -1.11903
H 0.91751 -6.07867 -0.48229
H 2.57187 -5.13472 1.13482
H 2.19560 -2.89097 2.08984
N -1.15910 1.23475 5.23633
C -1.23418 1.06627 3.89204
O -1.43052 -0.03371 3.39704
C -1.07260 2.30305 3.04067
C -0.20360 2.10345 1.78908
H -1.31154 0.43676 5.82872
H -1.02743 2.13930 5.64693
H -0.70674 3.14553 3.63588
H -2.08636 2.55653 2.71302
H 0.85928 2.20127 2.04809
H -0.42394 2.95914 1.14588
O 5.05179 1.80485 4.55332
C 5.69400 1.42330 3.35507
N 4.64315 1.35532 2.37038
C 4.76845 0.59767 1.25760
O 5.79759 0.01443 0.96803
C 3.56015 0.53193 0.37077
C 3.74017 0.42617 -1.00142
C 2.62367 0.35709 -1.81195
C 1.36817 0.39914 -1.23350
N 1.19645 0.49242 0.09330
C 2.27699 0.54044 0.88371
H 5.71912 2.07205 5.19134
H 6.16399 0.44022 3.42500
H 6.45263 2.15789 3.06456
H 3.80193 1.87286 2.56374
H 4.74462 0.38400 -1.40061
H 2.70620 0.26590 -2.88530
H 0.45954 0.36322 -1.81797
H 2.08290 0.50866 1.94624

=====

69
Properties=species:S:1:pos:R:3 method="wB97M-V/def2-TZVPD" lumo_energy_ev="-2.561 / -4.744" spin_multiplicity=2 gap_ev="8.0677 / 5.8936" total_energy_ev=-81374.735 de_lowest_ev=0.934 charge=+1 e_homo_ev="-10.6 / -10.6"
Ir 0.29533 -0.00067 0.83144
C 0.14279 -2.88627 -0.37144
N 0.53187 -2.17581 0.90489
C 2.00665 -2.29952 1.06852
C 2.69368 -1.55955 -0.05979
N 2.18991 -0.14297 -0.19954
C 2.08943 0.15226 -1.65328
C 3.13565 0.78450 0.47090
C 4.22984 1.31624 -0.20406
C 5.13493 2.12596 0.46312
C 4.95639 2.39910 1.81101
C 3.87431 1.86792 2.48748
C 2.95091 1.05330 1.83024
S 1.57165 0.40265 2.71336
C -0.22746 -2.75808 2.01833
C 0.42306 -3.42627 3.03886
C -0.29679 -4.02851 4.06896
C -1.67795 -3.98620 4.08270
C -2.34120 -3.31181 3.07513
C -1.65071 -2.68475 2.02949
S -2.56512 -1.82377 0.84327
H -0.74596 -3.48168 -0.20548
H 0.95011 -3.56037 -0.65672
H -0.06106 -2.17174 -1.16220
H 2.30497 -3.35101 1.04065
H 2.28916 -1.87375 2.02615
H 2.52131 -2.05962 -1.01135
H 3.76930 -1.54125 0.11498
H 3.02884 -0.07104 -2.15648
H 1.84184 1.20241 -1.79772
H 1.30240 -0.46209 -2.07890
H 4.39606 1.10795 -1.24986
H 5.97980 2.53683 -0.07168
H 5.65873 3.03397 2.33409
H 3.72509 2.08105 3.53827
H 1.49898 -3.48796 3.07031
H 0.24047 -4.53835 4.85717
H -2.23497 -4.46864 4.87359
H -3.42099 -3.25238 3.06922
C -0.42528 5.10130 0.65515
C -1.12431 4.04491 1.41878
N -2.13481 4.19617 2.21217
N -2.41628 2.94247 2.67155
C -1.59121 2.01588 2.19227
S -1.47373 0.35276 2.47913
N -0.75123 2.71516 1.40528
N 0.20035 2.07826 0.59525
H -0.93776 6.04563 0.81445
H -0.43017 4.86763 -0.41057
H 0.60814 5.20152 0.99131
H -3.19098 2.79799 3.29836
H 1.10816 2.52867 0.71337
H -0.19389 2.18459 -0.40233
O -1.26973 2.00726 -1.48995
C -1.32935 0.78409 -1.73714
O -0.65783 -0.11736 -1.13519
C -2.20442 0.31756 -2.85866
C -2.84568 -0.91330 -2.77999
C -3.65550 -1.34061 -3.81845
C -3.77926 -0.52711 -4.92974
C -3.14877 0.69935 -5.03539
C -2.36344 1.12647 -3.97847
N -4.61303 -0.99425 -6.05785
O -4.65502 -0.29407 -7.04674
O -5.19492 -2.04949 -5.92079
H -2.70756 -1.53134 -1.90407
H -4.17995 -2.28352 -3.78494
H -3.28366 1.29558 -5.92512
H -1.87015 2.08770 -4.01527

=====

55
Properties=species:S:1:pos:R:3 method="wB97M-V/def2-TZVPD" lumo_energy_ev=-5.116 gap_ev=5.7149 total_energy_ev=-28898.880 de_lowest_ev=0.556 charge=+1 e_homo_ev=-10.8
C 5.84835 -2.01026 -2.07855
C 4.51117 -1.36074 -1.88540
C 4.39460 0.03418 -1.94814
C 3.18646 0.66196 -1.68145
C 2.01862 -0.09211 -1.37075
C 0.75629 0.52983 -1.09008
C -0.47199 -0.08904 -1.34034
C -1.70042 0.56373 -1.29259
C -2.96327 -0.05661 -1.56513
C -4.15699 0.71025 -1.71998
C -5.38505 0.10020 -1.92022
C -5.49674 -1.29827 -1.97427
C -6.84481 -1.94684 -2.10642
C -4.32711 -2.06750 -1.87967
C -3.09313 -1.46991 -1.67487
C 2.14439 -1.50799 -1.37122
C 3.36332 -2.11912 -1.62593
H 5.75176 -3.09917 -2.14245
H 6.32595 -1.65159 -2.99995
H 6.53725 -1.77703 -1.25243
H 5.28683 0.61978 -2.18775
H 3.11907 1.75343 -1.69694
H 0.75607 1.57553 -0.78331
H -0.44781 -1.13111 -1.66876
H -1.69829 1.63246 -1.07473
H -4.08604 1.79688 -1.67508
H -6.29373 0.69752 -2.03280
H -6.74511 -3.03710 -2.13992
H -7.49373 -1.69311 -1.25565
H -7.36343 -1.61019 -3.01514
H -4.40546 -3.15415 -1.95931
H -2.20485 -2.09366 -1.57067
H 1.26910 -2.10682 -1.11614
H 3.43974 -3.20747 -1.61055
C 3.54890 1.90737 1.46805
C 2.09862 2.14286 1.82106
C 1.88404 3.43293 2.56635
N 1.22187 1.23286 1.58933
C 0.17563 0.81153 2.41056
C -0.11773 -0.57454 2.46184
C -0.96638 -1.08529 3.43958
C -1.59717 -0.22330 4.34921
C -1.37800 1.15427 4.26041
C -0.52892 1.66997 3.28121
H 4.00533 2.86115 1.18987
H 4.06479 1.51061 2.35418
H 3.66571 1.18825 0.65776
H 2.68883 4.12881 2.32521
H 0.93914 3.92553 2.31202
H 1.91784 3.24093 3.64796
H 0.41019 -1.21791 1.75414
H -1.12038 -2.16298 3.50533
H -2.24167 -0.62005 5.13386
H -1.85356 1.84140 4.96285
H -0.34813 2.73967 3.21579

=====

62
Properties=species:S:1:pos:R:3 method="wB97M-V/def2-TZVPD" lumo_energy_ev="-9.200 / -9.389" spin_multiplicity=2 gap_ev="5.1876 / 4.9620" total_energy_ev=-72129.830 charge=+2 e_homo_ev="-14.4 / -14.4"
V 10.75933 12.91079 6.42186
C 12.82377 12.71330 6.83385
Si 13.20283 14.34257 7.74963
C 11.82357 15.59969 7.18114
N 10.51714 14.96612 6.65990
C 9.96064 15.65907 5.49742
C 9.30748 17.00640 5.87005
C 8.12062 16.82981 6.77373
C 8.02659 15.39751 7.27645
C 9.39094 14.83295 7.70533
C 14.96413 14.65667 6.96349
C 16.09601 14.41927 7.74894
C 17.34692 14.89054 7.36888
C 17.41212 15.65345 6.18077
C 16.32445 15.65905 5.28473
C 15.09664 15.14885 5.68007
C 13.25638 14.17063 9.61730
C 13.80835 15.25923 10.33004
C 14.01995 15.18180 11.69743
C 13.52127 14.07390 12.36990
C 12.85220 13.04282 11.72998
C 12.70562 13.09847 10.33532
H 12.81895 11.81830 7.53112
H 13.50927 12.63993 5.95715
H 12.12201 16.28211 6.40485
H 11.54639 16.18655 8.08658
H 9.22935 14.97236 5.05793
H 10.76370 15.83463 4.72967
H 9.03532 17.51683 4.95741
H 10.07542 17.70012 6.31424
H 7.18119 16.97433 6.20716
H 8.05628 17.58057 7.61978
H 7.63080 14.66936 6.50878
H 7.30087 15.33205 8.11000
H 9.22236 13.74643 7.91016
H 9.65303 15.31257 8.65558
H 15.98566 13.90831 8.68954
H 18.28440 14.72921 7.98698
H 18.33884 16.16094 5.85985
H 16.45328 16.00425 4.25323
H 14.22135 15.34462 5.05252
H 14.04977 16.15599 9.78083
H 14.58793 15.98014 12.23305
H 13.61501 14.08958 13.45433
H 12.40699 12.13243 12.17179
H 12.09546 12.31002 9.89816
O 8.88217 12.60084 6.00226
C 8.28966 11.49495 5.70966
C 8.51644 10.26522 6.32480
C 7.71252 9.10256 5.99342
C 8.22719 7.96797 6.54949
C 9.24926 7.89399 7.52186
C 9.97969 8.97530 7.77718
C 9.68087 10.21118 7.15151
O 10.55140 11.14032 7.34935
N 7.61213 6.76488 6.19291
O 7.97202 5.68835 6.69146
O 6.72228 6.92316 5.31729
H 7.47487 11.57729 4.96919
H 6.82196 9.23844 5.38511
H 9.34685 6.90542 7.97440
H 10.86865 9.09390 8.43650

=====

59
Properties=species:S:1:pos:R:3 method="wB97M-V/def2-TZVPD" lumo_energy_ev=0.753 gap_ev=8.9007 smiles="Cc1ccccc1CN1C[C@@H]2C[C@@H](c3cn[nH]c3-c3ccccc3)N3CCC[C@@]23C1=O" total_energy_ev=-35425.447 de_lowest_ev=0.000 e_homo_ev=-8.1
C -2.19399 3.87512 3.15882
C -0.85607 4.53563 3.02797
C -0.28541 5.15104 4.13649
C 0.93164 5.80261 4.05741
C 1.60120 5.85963 2.84840
C 1.04540 5.25390 1.73651
C -0.17215 4.58826 1.81027
C -0.69204 3.89176 0.57536
N -0.18641 2.53744 0.48349
C -0.92702 1.43949 0.72760
O -2.10652 1.44201 1.01133
C -0.01583 0.20944 0.60140
N -0.55789 -0.73320 -0.37118
C -1.13486 -1.87290 0.32096
C -1.19034 -1.45544 1.79283
H -1.16812 -2.31025 2.46640
H -2.09232 -0.87256 1.97475
C 0.02819 -0.54699 1.93369
H -0.03195 0.11571 2.79597
H 0.94627 -1.13623 1.99636
H -2.12779 -2.08665 -0.08538
H -0.51699 -2.77320 0.20464
C 0.40012 -0.94070 -1.45401
C 1.26731 -2.15810 -1.30527
C 1.00768 -3.43275 -1.79959
N 2.00358 -4.22587 -1.33281
N 2.88564 -3.56021 -0.59626
C 2.44934 -2.31742 -0.55840
H 3.00548 -1.58338 -0.01150
H 2.13739 -5.20662 -1.52259
C -0.07507 -3.96973 -2.61560
C -0.71499 -5.14474 -2.22497
C -1.74345 -5.66789 -2.98567
C -2.14328 -5.02893 -4.14738
C -1.50525 -3.86696 -4.54824
C -0.47613 -3.33962 -3.79072
H 0.03622 -2.44800 -4.12005
H -1.80822 -3.37114 -5.45861
H -2.94819 -5.43717 -4.74002
H -2.23622 -6.57560 -2.66968
H -0.41621 -5.63714 -1.31000
C 1.21141 0.36251 -1.45151
H 0.66078 1.12247 -2.00714
H 2.19284 0.23326 -1.90529
C 1.28790 0.77131 0.02429
H 2.16744 0.34589 0.50720
C 1.21480 2.28124 0.25705
H 1.57132 2.85188 -0.60724
H 1.80367 2.58144 1.13354
H -0.17334 -1.04329 -2.38352
H -0.37489 4.43943 -0.31979
H -1.78047 3.81874 0.58487
H 1.56310 5.30344 0.78826
H 2.54882 6.37176 2.77056
H 1.35324 6.26858 4.93592
H -0.80887 5.11732 5.08161
H -2.45363 3.74760 4.20690
H -2.96048 4.49724 2.69461
H -2.22042 2.90382 2.67103